1.
Entry from OMol25: a molecular structure, C39H35IrN6O3S2 at a distorted geometry (ωB97M-V/def2-TZVPD).

Geometry as XYZ:
```
86
Properties=species:S:1:pos:R:3:forces:R:3
Ir -0.03380 0.28846 -0.43877 -0.3235 -1.8447 2.4988
O -1.11836 -1.57631 3.02707 0.0974 -0.1747 0.0140
C -1.07716 -0.87973 2.05367 0.0103 -0.4570 -0.1326
N -0.02726 -0.90577 1.12891 -0.4142 1.1667 -0.2338
C 1.01652 -1.86660 1.40342 0.0843 -0.2605 0.2574
C 2.09450 -1.73434 0.40713 0.1529 -0.1017 0.0704
C 3.18357 -2.59124 0.37111 0.1576 0.0953 -0.0052
C 4.17204 -2.37885 -0.57166 -0.0528 -0.0262 -0.0153
C 4.06058 -1.29060 -1.43627 0.0473 -0.0094 0.1292
C 2.94675 -0.48923 -1.35087 0.0843 0.0112 -0.0246
N 1.96548 -0.72082 -0.45330 -0.6783 0.5499 -1.2536
C -2.08810 0.11904 1.69272 -0.2891 0.2089 0.2587
C -3.31671 0.16991 2.31022 -0.0284 0.1547 0.0889
C -4.18191 1.20387 1.97005 -0.0024 0.0133 -0.0375
C -3.76316 2.14966 1.04709 0.0522 -0.0045 0.1277
C -2.51825 2.01040 0.45556 0.1064 0.2041 0.1103
N -1.70148 1.00127 0.76697 0.0869 0.5187 -1.5274
H 0.62486 -2.89049 1.41847 -0.1697 0.0698 0.0074
H 1.40417 -1.70696 2.41690 -0.0154 0.0520 -0.0176
H 3.25295 -3.40065 1.08584 -0.0277 -0.0230 -0.0279
H 5.01684 -3.05168 -0.63911 0.0321 0.0379 0.0340
H 4.83253 -1.07049 -2.16031 -0.0306 0.0122 -0.0307
H 2.81527 0.35637 -2.01229 0.0001 -0.0293 0.0277
H -3.56821 -0.58011 3.04830 0.0364 0.0124 0.0255
H -5.15820 1.27773 2.43074 0.0013 -0.0089 -0.0016
H -4.38742 2.99297 0.78690 0.0059 -0.0069 -0.0352
H -2.15863 2.72859 -0.26761 0.0004 -0.0265 0.0041
N -6.11133 -2.34250 -3.47491 -0.0075 -0.0582 0.0531
C -5.16905 -2.94550 -2.72558 -0.0683 0.0085 -0.0292
O -5.16933 -4.11806 -2.43596 0.0322 -0.0065 0.0249
C -4.01611 -2.08800 -2.21499 -0.0580 0.1324 -0.0598
C -2.97753 -2.77204 -1.59396 -0.0173 -0.0781 0.0148
C -1.89261 -2.07393 -1.12134 -0.0686 -0.0169 -0.0927
N -1.80228 -0.73484 -1.23707 1.3990 -0.8513 0.5645
C -2.80376 -0.06430 -1.81214 -0.0010 0.1802 -0.1321
C -3.92368 -0.70360 -2.31081 0.1083 -0.1383 0.0581
H -6.86883 -2.91735 -3.81256 -0.0070 0.0060 -0.0033
H -6.10832 -1.37418 -3.73332 0.0403 0.0033 -0.0073
H -3.03998 -3.84742 -1.48825 -0.0233 0.0012 -0.0289
H -1.07011 -2.58427 -0.64055 0.0095 0.0199 -0.0210
H -2.70963 1.00922 -1.88324 0.0595 -0.0279 -0.0512
H -4.69762 -0.09494 -2.75663 -0.0005 -0.0026 -0.0080
O 0.88741 2.08853 0.09567 -0.0690 -0.5107 -0.5614
S 2.04584 2.49514 1.05552 0.5109 0.0874 0.0758
C 1.72167 4.25137 1.33770 -0.3602 -0.1638 0.1390
C 0.48996 4.41082 2.18261 -0.1126 -0.0466 -0.0414
C 0.53363 4.16559 3.55179 0.0425 0.0216 0.0594
C -0.60557 4.32221 4.32684 -0.0085 -0.0645 -0.0155
C -1.79930 4.71596 3.73545 -0.0132 -0.0362 0.0014
C -1.84830 4.96369 2.37121 0.0089 -0.0439 -0.0506
C -0.70846 4.80140 1.59476 0.0155 0.0516 -0.0496
C 3.55905 2.64517 0.05084 -0.2378 -0.1864 -0.2762
C 3.46117 3.45427 -1.21278 -0.0239 0.0750 0.0053
C 4.29441 4.55409 -1.38794 0.0914 -0.0144 0.0417
C 4.28665 5.26085 -2.58287 -0.0346 0.0526 0.0221
C 3.42288 4.89442 -3.60334 -0.0335 0.0243 0.0289
C 2.57219 3.81094 -3.42934 -0.0581 0.0098 0.0015
C 2.59765 3.09007 -2.24586 0.0831 -0.0001 0.0092
H 1.62806 4.72016 0.35785 0.1054 -0.0013 -0.0180
H 2.62028 4.60454 1.84985 0.0373 0.0090 -0.0654
H 1.46705 3.87553 4.02218 -0.0061 0.0172 0.0136
H -0.56197 4.15065 5.39385 0.0186 -0.0021 -0.0034
H -2.68649 4.84069 4.34210 0.0188 0.0575 0.0116
H -2.76947 5.30677 1.91661 0.0132 0.0182 -0.0015
H -0.73359 5.01945 0.53171 -0.0145 0.0375 0.0147
H 3.83312 1.60907 -0.15614 0.1090 0.0251 0.1175
H 4.29427 3.06311 0.74209 -0.0010 -0.0812 0.0648
H 4.98239 4.84151 -0.60107 -0.0126 0.0243 -0.0030
H 4.95349 6.10175 -2.71635 0.0077 -0.0049 0.0259
H 3.40951 5.45493 -4.52822 0.0151 -0.0158 -0.0062
H 1.88395 3.53462 -4.21944 0.0187 -0.0450 -0.0029
H 1.94237 2.24104 -2.11858 -0.0607 0.0188 -0.0334
S 0.59561 -0.47167 -4.98577 -0.0488 0.0455 -0.0054
C 0.71000 -0.66019 -3.30929 -0.0208 -0.1137 0.0386
N 0.24600 0.32540 -2.58596 -0.5009 1.5635 0.0303
C -0.27366 1.34524 -3.39444 0.1120 -0.1053 -0.1410
C -0.84855 2.54010 -2.95952 0.0690 -0.0230 0.0754
C -1.32073 3.42259 -3.90473 -0.0170 0.0064 -0.0257
C -1.21874 3.13639 -5.27652 0.0198 -0.0195 -0.0069
C -0.64022 1.96695 -5.71741 0.0633 -0.0760 -0.0550
C -0.16804 1.06951 -4.75678 -0.0046 0.0060 0.0106
H 1.15375 -1.54787 -2.88184 -0.0851 -0.0289 -0.0011
H -0.88134 2.76580 -1.89967 0.0497 0.0741 -0.0435
H -1.77195 4.35549 -3.59418 0.0292 0.0097 0.0042
H -1.58940 3.84757 -6.00195 -0.0188 0.0126 0.0250
H -0.55101 1.74689 -6.77293 -0.0177 0.0304 -0.0026
```
Positions in Å, forces in eV/Å.

The value obtained for the electronic energy is -80579.7317 eV. Its multiplicity is 2. The molecular weight is 892.099 g/mol. Its net charge is +3.

2.
Entry from OMol25: a molecular structure, C39H36AsCl2N4O11S2SiW (ωB97M-V/def2-TZVPD).

Geometry as XYZ:
```
97
Properties=species:S:1:pos:R:3:forces:R:3
W 0.70078 0.47399 0.18612 0.5446 -0.6728 -0.3566
Cl 3.15784 -1.99212 -3.29631 0.0339 0.0175 0.0078
C 3.69392 -1.82998 -1.67536 -0.0241 -0.0917 0.0182
C 4.86945 -2.48627 -1.24508 -0.0183 -0.0025 -0.0164
C 5.31757 -2.35274 0.03761 0.0005 0.0103 0.0192
Cl 6.76335 -3.15930 0.52775 0.0056 -0.0025 -0.0001
C 4.61676 -1.55287 0.98100 0.0407 -0.0225 0.0010
C 4.98471 -1.30699 2.31891 -0.0152 0.0100 0.0067
C 4.20036 -0.48710 3.08580 0.0074 -0.0126 -0.0187
C 3.03336 0.07919 2.54500 0.0146 0.0077 0.0150
N 2.66401 -0.14402 1.30303 0.0314 0.0949 0.0369
C 3.44787 -0.93188 0.52776 -0.0388 -0.0274 -0.0103
C 2.98623 -1.06693 -0.78797 0.0120 0.0520 -0.0459
O 1.89361 -0.36455 -1.10038 0.0171 0.1768 -0.1373
H 5.41565 -3.09531 -1.95125 -0.0004 -0.0012 0.0023
H 5.87948 -1.76080 2.72272 0.0003 0.0007 -0.0012
H 4.45746 -0.27138 4.11247 -0.0050 0.0026 0.0016
H 2.38895 0.71169 3.13753 0.0032 0.0004 -0.0022
O -1.94478 2.34974 2.52319 -0.0103 0.0050 0.0048
As -1.23033 0.82270 2.24979 -0.0575 0.0325 0.0281
O 0.46668 0.93211 2.18754 -0.0626 0.0684 -0.0487
O -1.28418 0.40817 0.60039 -0.0139 0.0185 0.0617
C -1.98037 -0.35809 3.48984 -0.0014 -0.0161 0.0318
C -3.09165 -0.00533 4.25030 -0.0006 -0.0051 -0.0137
C -3.58556 -0.92299 5.15969 0.0027 -0.0101 0.0077
C -2.96562 -2.16079 5.30204 -0.0109 0.0093 -0.0033
C -1.85420 -2.50360 4.54711 -0.0179 -0.0191 0.0018
C -1.35238 -1.59638 3.62900 0.0081 0.0636 -0.0594
S -0.35528 -2.56710 1.31935 -0.0018 0.0726 0.0051
O -1.76178 -2.42125 1.01049 0.0450 -0.0355 -0.0548
O -0.22427 -1.85848 2.91048 0.0081 0.0074 -0.0084
O 0.48775 -1.45455 0.61605 -0.1313 -0.1665 0.2197
H -1.49328 2.98481 1.92589 -0.0308 0.0152 0.0296
H -3.55321 0.96546 4.12939 0.0008 0.0014 0.0048
H -4.44857 -0.67526 5.76123 -0.0004 0.0016 -0.0019
H -3.35568 -2.87022 6.01986 0.0045 -0.0041 -0.0020
H -1.36292 -3.46017 4.66329 -0.0065 0.0001 0.0042
C -0.08301 3.81707 -2.64451 -0.0196 0.0100 -0.0206
Si 0.72812 2.13752 -2.76705 0.0396 -0.1158 0.0289
C 0.34844 1.28468 -4.37316 0.0266 0.0083 -0.0200
C 2.57557 2.30997 -2.60433 0.0252 0.0168 0.0279
N -0.04457 1.11202 -1.44205 -0.1232 0.0367 -0.1346
C -1.32201 0.63031 -1.93386 0.0478 0.3070 0.2946
C -2.42529 1.47036 -1.91997 -0.1164 -0.0355 -0.1032
C -3.62594 1.01685 -2.44806 0.0444 -0.0080 -0.0031
C -3.71818 -0.26444 -2.98027 0.0162 0.0293 0.0167
C -2.60800 -1.09754 -2.97254 -0.0578 0.0279 0.0211
C -1.40567 -0.65426 -2.44236 0.0419 -0.1470 -0.0138
H 0.66616 4.59034 -2.83156 -0.0190 0.0090 -0.0271
H -0.50924 3.99680 -1.65775 0.0315 0.0181 0.0071
H -0.87683 3.93093 -3.38414 -0.0132 -0.0099 0.0111
H 0.77505 1.87699 -5.18744 0.0067 -0.0070 0.0025
H -0.72154 1.18176 -4.55030 0.0003 0.0065 -0.0267
H 0.80210 0.29157 -4.40751 -0.0068 -0.0030 0.0063
H 2.93784 2.60405 -3.59410 0.0064 0.0142 0.0081
H 3.07218 1.37910 -2.33685 0.0147 0.0018 -0.0204
H 2.87263 3.08657 -1.89992 -0.0028 -0.0174 0.0099
H -2.34105 2.45908 -1.48886 -0.0076 0.0015 -0.0029
H -4.49085 1.66715 -2.44297 -0.0082 -0.0085 -0.0023
H -4.65357 -0.61222 -3.39799 -0.0073 0.0076 0.0041
H -2.66814 -2.09805 -3.38065 -0.0207 -0.0118 -0.0003
H -0.53890 -1.30474 -2.42975 0.0397 -0.0065 0.0011
O -0.07232 3.21563 0.70597 0.0590 0.2120 -0.0233
C 1.15312 3.22648 0.62087 -0.0922 -0.1897 0.3979
O 1.79815 2.12082 0.24595 -0.2993 0.2341 0.0852
C 1.99056 4.37041 0.99393 0.0790 0.0341 -0.2331
C 3.37731 4.28520 0.91815 -0.0172 0.0060 0.0155
C 4.18700 5.36246 1.27672 0.0013 -0.0082 -0.0012
C 3.54413 6.50119 1.69830 0.0152 0.0022 -0.0025
O 4.09865 7.66314 2.11075 -0.0023 -0.0007 0.0073
C 3.01264 8.56888 2.34752 0.0002 -0.0022 -0.0068
O 1.80233 7.81902 2.23930 0.0052 -0.0056 0.0043
C 2.15696 6.59013 1.77070 0.0022 0.0070 0.0026
C 1.34874 5.54746 1.42563 -0.0248 0.0028 -0.0164
H 3.82962 3.36482 0.57641 0.0019 -0.0014 -0.0014
H 5.26488 5.31110 1.22622 -0.0014 0.0011 0.0014
H 3.02859 9.35307 1.58853 -0.0015 -0.0020 -0.0042
H 3.09934 8.97823 3.35180 0.0010 0.0034 0.0025
H 0.27158 5.61103 1.47661 0.0033 -0.0027 -0.0016
N -1.00891 -6.09762 -2.01317 -0.0390 0.0288 -0.0550
C -1.02319 -4.80593 -1.65849 0.0621 0.0262 0.0515
S 0.40282 -3.92250 -1.49328 0.0118 -0.0616 -0.0361
N -2.21788 -4.22182 -1.42546 -0.0100 -0.0083 0.0542
C -3.48214 -4.87451 -1.40114 0.0244 0.0574 -0.0096
C -3.98074 -5.49468 -2.54066 0.0010 -0.0183 -0.0030
C -5.22328 -6.11129 -2.49847 -0.0039 0.0040 0.0123
C -5.97702 -6.08340 -1.33400 -0.0005 -0.0045 -0.0123
C -5.48554 -5.43752 -0.20789 0.0030 0.0138 0.0128
C -4.23582 -4.83815 -0.23408 -0.0042 -0.0065 -0.0149
H -0.11607 -6.52920 -2.16825 0.0037 0.0084 0.0054
H -1.84809 -6.65215 -2.04747 -0.0015 -0.0068 0.0071
H -2.14956 -3.33355 -0.94457 -0.0340 -0.0129 -0.0301
H -3.40412 -5.47526 -3.45742 -0.0047 -0.0029 -0.0024
H -5.60952 -6.59733 -3.38445 -0.0016 -0.0018 -0.0007
H -6.94941 -6.55620 -1.30656 0.0010 -0.0012 -0.0014
H -6.07545 -5.40636 0.69869 0.0012 -0.0004 -0.0014
H -3.83439 -4.33482 0.63703 -0.0095 -0.0068 0.0053
```
Positions in Å, forces in eV/Å.

The value obtained for the electronic energy is -186767.9577 eV. Its multiplicity is 1. The molecular weight is 1158.622 g/mol. Its net charge is +1.

3.
Entry from OMol25: a molecular structure, C39H36BCl3FN5O6PTl (ωB97M-V/def2-TZVPD).

Geometry as XYZ:
```
93
Properties=species:S:1:pos:R:3:forces:R:3
Tl 0.64299 1.75837 -0.57908 -0.2072 0.0590 0.0808
O -4.36620 2.03258 -0.09560 0.2376 0.0037 -0.1661
C -3.25262 1.77825 -0.57738 0.1931 -0.1350 0.3413
O -2.11465 1.90109 -0.01360 -0.3978 0.0346 -0.3204
C -3.22088 1.18634 -2.01412 0.1856 0.1427 0.1811
P -1.53896 0.57418 -2.41137 -0.1699 -0.3969 -0.1904
C -1.41092 -1.02498 -1.49828 0.1610 -0.0175 0.0205
C -1.93283 -1.20247 -0.21361 -0.0518 -0.0033 -0.0133
C -1.61888 -2.33598 0.53023 -0.0096 0.0496 -0.0886
C -0.76915 -3.30565 0.01713 -0.0509 0.0170 -0.0842
C -0.24506 -3.14436 -1.25963 -0.2277 -0.0111 -0.0740
C -0.56510 -2.01809 -2.00583 -0.1644 -0.0244 0.0255
C -1.78400 -0.05266 -4.13861 0.0067 0.0972 0.0214
C -1.06915 0.56615 -5.16317 -0.0081 0.0441 0.0549
C -1.23645 0.18021 -6.49038 -0.0348 -0.0235 0.0669
C -2.12248 -0.83928 -6.80610 0.0078 0.0214 0.0650
C -2.84299 -1.46678 -5.79341 0.0238 0.0298 0.0175
C -2.67513 -1.07455 -4.47307 0.0385 -0.0178 -0.0195
H -3.44122 1.99187 -2.71806 -0.0141 0.0091 -0.0407
H -3.98786 0.42095 -2.12586 -0.0701 -0.0334 0.0204
H -2.55917 -0.43616 0.22508 0.0263 -0.0411 0.0089
H -2.02194 -2.44475 1.53127 0.0054 0.0023 -0.0435
H -0.49489 -4.16737 0.61550 -0.0125 0.0292 -0.0210
H 0.43878 -3.88092 -1.66711 -0.0439 0.0256 -0.0147
H -0.12866 -1.89613 -2.99163 -0.0259 -0.0094 0.0240
H -0.38396 1.37141 -4.91405 -0.0168 -0.0286 -0.0427
H -0.67740 0.68121 -7.27197 0.0000 0.0013 0.0349
H -2.25607 -1.14535 -7.83755 0.0021 0.0039 0.0128
H -3.53914 -2.26218 -6.03737 0.0203 0.0134 0.0174
H -3.23128 -1.57455 -3.68768 0.0013 0.0070 0.0029
Cl 4.23173 -5.00162 -3.14338 -0.0236 0.0633 0.0538
C 3.49420 -3.70078 -2.21883 -0.0492 -0.0347 0.0455
C 3.17719 -2.50390 -2.84144 -0.0539 0.0596 -0.0214
C 2.59826 -1.49554 -2.09988 0.0130 0.0245 0.0267
Cl 2.13336 -0.01226 -2.89483 0.1734 -0.1152 -0.1594
C 2.27883 -1.57958 -0.70494 0.1147 -0.0409 0.1096
O 1.73903 -0.65135 -0.05227 0.0963 -0.1752 0.0328
C 2.64043 -2.85472 -0.15177 0.1830 0.0564 0.0492
Cl 2.28863 -3.10763 1.54240 0.0844 -0.0153 -0.1952
C 3.22481 -3.87835 -0.86923 0.0279 0.0344 0.0269
H 3.36723 -2.36007 -3.89709 -0.0044 0.0002 0.0226
H 3.46751 -4.81279 -0.38002 -0.0177 0.0197 0.0015
N 2.71154 3.27854 -3.98305 0.0053 0.0765 0.0092
C 1.37146 3.58418 -3.79616 -0.0731 -0.0924 0.0030
O 0.86879 3.42895 -2.67559 0.0178 0.0960 -0.1636
C 0.66014 4.07965 -4.94004 -0.1367 0.0420 -0.3202
C -0.71865 4.42088 -4.85507 0.3058 -0.0452 0.0243
N -1.83866 4.70849 -4.82302 0.0932 -0.0297 -0.0091
C 1.31188 4.21798 -6.19270 -0.2001 0.1223 0.3224
N 1.87761 4.34215 -7.19761 0.0090 -0.1011 0.0367
H 3.07858 2.64462 -3.29243 0.0072 -0.0286 0.0105
H 3.03004 3.13197 -4.92646 0.0186 -0.0282 -0.0394
C 0.48143 7.15615 2.54970 -0.0257 -0.0935 0.0159
C 1.34871 6.17469 1.83295 -0.0055 0.0034 -0.0403
C 2.71405 6.10136 1.67701 0.2340 -0.0421 0.0069
C 2.94463 4.93234 0.90694 -0.0521 0.1241 0.0274
N 1.80044 4.34283 0.61061 0.0907 0.2557 0.1696
N 0.85311 5.10722 1.17932 -0.0769 -0.2217 -0.0929
C 4.23959 4.34811 0.43391 -0.0863 0.0358 0.0251
H 1.00750 8.10160 2.66615 -0.0004 0.0252 0.0010
H 0.20925 6.79429 3.54451 0.0078 0.0077 -0.0359
H -0.44235 7.34214 1.99955 0.0290 0.0077 -0.0022
H 3.44737 6.79438 2.06421 -0.0667 -0.0487 -0.0489
H -0.10923 4.82429 1.07854 -0.0290 -0.0030 0.0029
H 4.98363 5.13006 0.27358 -0.0154 -0.0295 -0.0024
H 4.08126 3.81550 -0.50379 0.0033 0.0260 0.0245
H 4.63893 3.63667 1.15987 0.0072 0.0230 0.0021
F -0.67654 2.45102 2.25530 0.0872 0.0333 0.3179
C -2.94550 -4.15653 5.07703 -0.0212 -0.0075 0.0290
C -1.44633 -4.04592 5.37018 0.0064 0.0111 0.0039
C -0.77470 -5.32754 4.86017 0.0213 -0.0032 -0.0802
C -1.25365 -3.94596 6.89201 0.0022 -0.0246 0.0230
C -0.83377 -2.80431 4.71371 0.0088 0.0084 0.0253
C 0.55357 -2.64175 4.67626 0.0437 0.0292 0.0270
C 1.16728 -1.50976 4.13825 0.0690 -0.0582 0.0564
C 0.34185 -0.53597 3.63601 0.0558 0.0693 -0.0034
O 0.66656 0.67657 3.07922 -0.0982 0.0209 -0.0624
B -0.56079 1.23951 2.74817 -0.0489 -0.0490 -0.0697
O -1.62785 0.42450 3.10313 0.1051 0.0023 0.0348
C -1.03263 -0.68272 3.66200 -0.0909 0.1353 -0.0291
C -1.64652 -1.78995 4.19526 -0.1306 -0.0505 -0.0584
H -3.32505 -5.10027 5.47828 0.0035 0.0345 -0.0076
H -3.14348 -4.13923 4.00189 0.0072 -0.0135 0.0690
H -3.51074 -3.34633 5.54573 0.0301 -0.0471 -0.0444
H -1.20956 -6.19991 5.35940 0.0150 0.0442 -0.0393
H 0.30008 -5.33561 5.05235 -0.0735 0.0113 -0.0079
H -0.92221 -5.43413 3.78177 0.0236 -0.0042 0.0703
H -1.76582 -4.77166 7.40070 0.0643 0.0514 -0.0441
H -1.66153 -3.00314 7.26590 0.0127 -0.0543 -0.0024
H -0.19263 -3.98341 7.15519 -0.0729 0.0220 -0.0197
H 1.19573 -3.41992 5.07337 -0.0490 0.0234 -0.0198
H 2.24505 -1.41271 4.08820 -0.0970 -0.0053 0.0149
H -2.72777 -1.85574 4.17616 0.1177 0.0136 0.0203
```
Positions in Å, forces in eV/Å.

The value obtained for the electronic energy is -115715.1104 eV. Its multiplicity is 1. The molecular weight is 1042.272 g/mol. Its net charge is -2.